[1]
The following is a quantum chemistry calculation of a structure of composition C47H61N14O7RbS in a non-equilibrium geometry, from OMol25.

```
131
Properties=species:S:1:pos:R:3:mulliken_charge:R:1
Rb 1.14 0.41 0.39 0.787
N -1.24 2.47 0.57 1.736
C -2.06 3.62 0.90 -0.965
C -1.27 4.52 1.85 -0.152
C -1.08 3.85 3.22 0.226
C 0.36 3.87 3.71 -0.916
N 1.18 3.06 2.80 -0.026
H -0.54 2.72 -0.13 -0.793
H -1.75 1.65 0.30 -0.764
H -2.97 3.26 1.41 0.335
H -2.39 4.20 0.03 0.425
H -1.73 5.51 1.95 0.415
H -0.28 4.65 1.40 -0.109
H -1.74 4.31 3.97 0.415
H -1.37 2.80 3.13 -0.595
H 0.38 3.49 4.74 0.474
H 0.75 4.89 3.72 0.378
H 0.73 2.15 2.71 -0.241
H 2.10 2.90 3.19 0.146
O 3.94 -1.09 -4.13 -0.831
C 3.63 -0.80 -2.96 0.475
O 3.02 -1.52 -2.11 -0.596
C 4.01 0.71 -2.44 0.439
O 5.10 1.17 -2.82 -0.873
O 3.15 1.19 -1.66 -0.540
C 0.31 -4.81 -1.21 -0.830
N 0.84 -4.77 0.13 0.497
C 0.60 -5.96 0.90 -1.128
C 0.80 -3.53 0.79 -1.084
N -0.04 -2.58 0.54 1.133
C -1.40 -2.81 0.41 -0.787
C -2.02 -3.67 1.34 -0.155
C -3.39 -3.88 1.38 -1.361
C -4.20 -3.24 0.45 -0.889
C -3.61 -2.40 -0.48 0.796
C -2.23 -2.15 -0.53 -0.564
N -1.79 -1.13 -1.40 0.934
C -2.23 -1.07 -2.61 -0.489
N -2.37 0.12 -3.29 0.569
C -2.10 0.24 -4.71 -1.207
C -2.41 1.38 -2.57 0.116
N -2.62 -2.16 -3.41 0.560
C -2.07 -3.46 -3.14 -0.778
C -3.95 -2.17 -3.97 -1.231
N 1.79 -3.36 1.70 1.004
C 1.59 -2.49 2.85 -0.641
C 3.01 -4.14 1.71 -1.201
H -0.78 -4.92 -1.23 0.309
H 0.75 -5.66 -1.74 0.353
H 0.59 -3.89 -1.73 0.075
H -0.47 -6.20 0.95 0.288
H 0.96 -5.84 1.92 0.404
H 1.12 -6.81 0.44 0.273
H -1.39 -4.12 2.09 0.547
H -3.82 -4.51 2.14 0.270
H -5.28 -3.35 0.48 0.365
H -4.25 -1.86 -1.18 0.551
H -1.84 -0.73 -5.12 0.378
H -1.26 0.92 -4.87 0.305
H -2.97 0.63 -5.24 0.283
H -1.41 1.80 -2.39 -0.336
H -2.91 1.24 -1.62 -0.037
H -2.98 2.09 -3.17 0.362
H -1.01 -3.37 -2.93 0.101
H -2.20 -4.08 -4.04 0.397
H -2.56 -3.97 -2.30 0.211
H -4.33 -1.16 -4.06 0.366
H -4.64 -2.75 -3.34 0.311
H -3.94 -2.64 -4.96 0.291
H 1.30 -3.09 3.73 0.173
H 0.82 -1.75 2.66 -0.142
H 2.51 -1.97 3.09 0.155
H 2.99 -4.91 2.49 0.314
H 3.86 -3.48 1.90 0.340
H 3.15 -4.62 0.74 0.310
C 1.78 7.14 -1.07 -0.824
N 1.55 6.19 -2.12 0.314
C 1.40 6.47 -3.47 -0.778
C 1.24 5.30 -4.11 -0.493
N 1.26 4.29 -3.15 0.447
C 1.47 4.84 -1.90 -0.135
S 1.66 4.11 -0.43 -0.272
C 1.21 2.90 -3.47 -0.230
C 1.82 2.45 -4.64 -0.620
C 1.77 1.10 -4.92 -0.613
C 1.14 0.25 -4.02 -1.650
C 0.58 0.81 -2.89 0.356
N 0.57 2.12 -2.63 0.709
H 2.09 8.09 -1.50 0.319
H 2.55 6.75 -0.40 0.327
H 0.87 7.29 -0.47 0.249
H 1.40 7.48 -3.85 0.406
H 1.06 5.10 -5.15 0.463
H 2.36 3.14 -5.28 0.537
H 2.24 0.71 -5.81 0.360
H 1.13 -0.82 -4.18 0.555
H 0.11 0.17 -2.15 0.174
O -0.44 -0.27 5.45 -0.849
C -0.71 0.02 4.27 0.005
O 0.08 0.18 3.31 -0.386
C -2.22 0.19 3.99 0.378
C -3.07 0.44 5.10 -0.684
C -4.40 0.65 4.90 -1.006
C -4.92 0.56 3.59 0.842
C -6.28 0.78 3.26 -0.761
C -6.71 0.67 1.97 -0.754
C -5.81 0.28 0.95 -0.465
C -4.50 0.06 1.25 0.145
C -4.01 0.23 2.56 -0.662
N -2.68 0.08 2.77 0.701
H -2.62 0.47 6.08 0.542
H -5.07 0.87 5.73 0.364
H -6.98 1.05 4.05 0.374
H -7.75 0.87 1.72 0.367
H -6.17 0.16 -0.07 0.418
H -3.78 -0.27 0.51 0.507
N 8.42 -2.56 1.18 -0.400
C 7.80 -1.85 2.19 0.194
O 8.37 -1.66 3.25 -0.654
C 6.42 -1.38 1.90 1.107
C 5.78 -0.57 2.84 -0.730
C 4.51 -0.11 2.57 -0.549
N 3.84 -0.40 1.45 0.552
C 4.44 -1.18 0.55 -0.615
C 5.72 -1.69 0.74 -0.813
H 9.42 -2.66 1.32 0.268
H 8.14 -2.36 0.23 0.238
H 6.31 -0.31 3.75 0.452
H 3.99 0.52 3.28 0.361
H 3.89 -1.39 -0.37 0.272
H 6.14 -2.33 -0.02 0.307
```

Output
- molecular weight (g mol⁻¹) = 1051.63
- E (eV) = -96417.5496
- HOMO (Ha) = -0.03873
- net charge = -2
- spin multiplicity = 1

---

[2]
The following is a quantum chemistry calculation of a structure of composition C47H61N3O6PS2SeSr in a non-equilibrium geometry, from OMol25.

```
122
Properties=species:S:1:pos:R:3:mulliken_charge:R:1
Sr 0.54 1.23 -1.48 2.726
C -6.69 -2.61 0.35 -1.704
C -5.32 -3.30 0.30 2.115
C -5.09 -4.06 1.61 -1.578
C -5.34 -4.32 -0.84 -1.947
C -4.21 -2.26 0.12 -0.597
C -3.30 -2.28 -0.93 -0.292
C -2.31 -1.32 -1.02 -0.488
Se -0.96 -1.53 -2.35 0.293
C 0.22 -2.54 -1.20 1.399
C 0.05 -3.91 -1.13 -0.617
C 0.81 -4.70 -0.27 -0.946
C 1.73 -4.03 0.54 0.038
C 1.95 -2.65 0.50 -0.649
C 1.21 -1.88 -0.41 -0.985
O 1.44 -0.60 -0.58 -0.134
C 2.98 -1.99 1.44 2.874
C 4.09 -1.32 0.62 -1.454
C 3.64 -3.00 2.37 -2.595
C 2.26 -0.95 2.31 -1.536
C 0.60 -6.22 -0.22 2.264
C 0.77 -6.81 -1.63 -1.753
C 1.59 -6.91 0.71 -2.229
C -0.83 -6.53 0.27 -1.538
C -2.17 -0.26 -0.08 0.664
O -1.24 0.61 -0.24 -0.930
C -3.09 -0.24 1.00 -0.546
C -4.06 -1.24 1.05 -0.164
C -3.09 0.79 2.15 2.790
C -2.80 0.07 3.47 -1.718
C -2.05 1.92 2.00 -2.431
C -4.46 1.48 2.23 -1.971
H -7.49 -3.35 0.46 0.467
H -6.87 -2.05 -0.57 0.351
H -6.75 -1.91 1.19 0.284
H -5.86 -4.84 1.75 0.473
H -5.12 -3.39 2.48 0.299
H -4.11 -4.55 1.61 0.249
H -6.14 -5.04 -0.67 0.449
H -4.40 -4.88 -0.90 0.179
H -5.51 -3.83 -1.81 0.374
H -3.33 -3.06 -1.69 0.475
H -0.72 -4.36 -1.75 0.246
H 2.31 -4.62 1.24 0.533
H 4.58 -2.04 -0.04 0.320
H 4.85 -0.89 1.29 0.434
H 3.69 -0.52 -0.01 -0.109
H 4.21 -3.76 1.82 0.428
H 2.91 -3.52 3.00 0.416
H 4.34 -2.47 3.03 0.475
H 1.73 -0.22 1.70 0.081
H 2.98 -0.41 2.94 0.336
H 1.53 -1.43 2.97 0.356
H 1.76 -6.56 -2.03 0.380
H 0.02 -6.43 -2.32 0.284
H 0.68 -7.91 -1.60 0.446
H 2.63 -6.73 0.40 0.430
H 1.41 -7.99 0.71 0.438
H 1.49 -6.55 1.75 0.379
H -1.58 -6.08 -0.38 0.227
H -0.98 -6.12 1.28 0.352
H -1.00 -7.62 0.31 0.467
H -4.75 -1.21 1.89 0.198
H -1.81 -0.41 3.43 0.246
H -3.54 -0.71 3.69 0.324
H -2.80 0.78 4.31 0.462
H -1.03 1.53 1.95 0.205
H -2.14 2.58 2.87 0.608
H -2.22 2.50 1.09 0.416
H -5.27 0.77 2.45 0.358
H -4.70 1.96 1.28 0.353
H -4.46 2.24 3.02 0.470
N -2.41 1.48 -3.87 -0.435
N -1.87 2.69 -4.29 -0.032
C -2.26 3.90 -3.78 0.187
N -1.51 4.95 -4.16 -0.422
S -3.65 4.07 -2.80 -0.395
H -3.29 1.34 -4.34 0.253
H -2.62 1.49 -2.87 0.017
H -0.94 2.61 -4.67 0.465
H -0.56 4.80 -4.47 0.318
H -1.66 5.76 -3.58 0.213
O 1.30 1.49 -3.64 -0.786
S 1.39 2.94 -3.34 1.393
O 1.29 3.78 -4.50 -0.893
O 0.44 3.34 -2.26 -0.421
C 3.04 3.20 -2.64 0.295
C 4.03 3.32 -3.62 -0.904
C 5.32 3.64 -3.24 -0.740
C 5.61 3.85 -1.90 -0.783
C 4.62 3.73 -0.93 -0.275
C 3.31 3.41 -1.26 -0.432
P 1.97 3.24 0.08 1.586
C 1.20 4.94 0.04 0.116
C -0.11 5.05 0.51 -0.429
C -0.83 6.23 0.35 -0.554
C -0.24 7.32 -0.27 -0.525
C 1.07 7.23 -0.73 -0.726
C 1.78 6.04 -0.58 -0.262
C 2.87 3.31 1.66 0.243
C 2.66 4.30 2.63 -0.692
C 3.35 4.25 3.84 -0.695
C 4.26 3.24 4.09 -0.630
C 4.45 2.23 3.14 -0.709
C 3.74 2.26 1.95 -0.345
H 3.78 3.16 -4.66 0.518
H 6.10 3.73 -3.99 0.397
H 6.62 4.12 -1.60 0.411
H 4.89 3.90 0.10 0.471
H -0.60 4.19 0.96 0.397
H -1.86 6.28 0.69 0.437
H -0.81 8.23 -0.42 0.375
H 1.53 8.07 -1.22 0.405
H 2.79 5.97 -0.97 0.425
H 1.96 5.10 2.44 0.427
H 3.17 5.03 4.58 0.415
H 4.82 3.23 5.01 0.372
H 5.14 1.41 3.34 0.452
H 3.88 1.45 1.24 0.302
O 2.84 -1.61 -3.07 -0.696
H 2.46 -1.14 -2.31 0.024
H 2.09 -2.07 -3.44 0.346
```

Output
- molecular weight (g mol⁻¹) = 1025.71
- E (eV) = -163632.5044
- energy relative to the best compared isomer or geometry (same formula, charge and spin) (kcal per mole) = 43.9
- HOMO (Ha) = -0.16106
- net charge = -1
- spin multiplicity = 1